(1)
14
Properties=species:S:1:pos:R:3:lowdin_charge:R:1 method="wB97M-V/def2-TZVPD" max_force_ev_per_a=3.0 gap_ev=7.76 charge=-1 molar_mass_g_mol=103.1 spin_multiplicity=1 homo_ev=-4.18
C 0.39657 -0.05605 0.63413 -0.28
N -0.90493 -0.24641 1.22571 0.00
C -1.85554 0.83804 1.20704 -0.82
O -3.02262 0.49391 1.46492 -0.09
O -1.38344 1.96419 0.94972 -0.08
C 0.40492 -0.40787 -0.83031 -0.17
N 2.21935 -0.12924 -1.43045 -0.06
H 0.62883 0.99058 0.79219 0.10
H 1.12678 -0.66156 1.18535 0.11
H -1.29859 -1.16114 1.04526 0.10
H -0.56104 -0.50284 -1.35531 0.12
H 0.99623 -1.32187 -1.00874 0.06
H 1.07375 0.44490 -1.41789 0.04
H 2.17973 -0.24464 -2.46164 -0.03

***

(2)
14
Properties=species:S:1:pos:R:3:lowdin_charge:R:1 method="wB97M-V/def2-TZVPD" max_force_ev_per_a=5.4 smiles="O=N[C@H]1[NH2+]CCO1" gap_ev=9.52 charge=+1 molar_mass_g_mol=103.1 spin_multiplicity=1 homo_ev=-15.00
O -0.49284 0.63864 1.87998 0.02
N -0.84727 -0.48415 1.84965 0.08
C -1.02684 -0.84554 0.44600 -0.05
N -0.91482 0.26964 -0.51310 0.11
C 0.44640 0.44485 -1.00852 -0.09
C 1.27903 -0.20672 0.11494 -0.20
O 0.59894 -1.36350 0.44803 -0.02
H -1.61892 -1.69480 0.32751 0.15
H -0.93641 1.15308 0.10235 0.20
H -1.52824 0.35564 -1.31998 0.20
H 0.78858 1.45973 -1.07522 0.14
H 0.71966 0.01255 -2.00241 0.16
H 2.24986 -0.28882 -0.23355 0.13
H 1.28287 0.54941 0.98431 0.15

***

(3)
14
Properties=species:S:1:pos:R:3:lowdin_charge:R:1 method="wB97M-V/def2-TZVPD" max_force_ev_per_a=1.7 gap_ev=10.01 charge=+1 molar_mass_g_mol=103.1 spin_multiplicity=1 homo_ev=-13.74
C 1.86078 0.20843 -0.10424 -0.20
C -1.73515 -0.26639 -0.07065 -0.09
C 1.17466 -0.74091 0.50601 0.02
N -2.12510 -1.46963 -0.21894 0.23
N -1.67962 0.90316 -0.08824 0.11
O 1.46748 1.52926 -0.09032 -0.01
O -1.08950 2.01701 0.04632 0.12
H 2.75422 -0.00447 -0.67606 0.13
H 1.51384 -1.75809 0.46456 0.07
H 0.31822 -0.52600 1.12606 0.06
H -2.15321 -1.91438 -1.13067 0.16
H -2.39967 -2.03300 0.57845 0.16
H 2.16402 2.10749 -0.42465 0.14
H -0.07098 1.94752 0.08236 0.12

***

(4)
16
Properties=species:S:1:pos:R:3:lowdin_charge:R:1 method="wB97M-V/def2-TZVPD" max_force_ev_per_a=3.8 gap_ev=8.86 charge=-1 molar_mass_g_mol=135.1 spin_multiplicity=1 homo_ev=-5.11
O 0.24620 -2.37774 1.19087 0.06
C 0.27411 -1.32227 0.65185 -0.53
N -0.02470 -1.18257 -0.73193 0.10
C 0.65666 -0.59917 -1.93482 -0.73
O 1.29656 0.48284 -1.86578 -0.08
O 0.19846 -1.24247 -2.89546 -0.07
C 0.92268 -0.18060 1.31711 -0.22
N 0.33828 1.09184 0.91322 -0.04
H -0.65773 -1.99900 -1.12850 0.17
H 0.87471 -0.26461 2.42674 0.12
H 1.99982 -0.25522 0.96243 0.14
H 0.10368 1.07495 -0.15636 0.09
H 0.95197 1.91381 0.99714 0.07
H -2.56463 1.92820 -0.58044 -0.02
H -1.84140 1.28822 0.55290 0.04
O -2.77468 1.64378 0.28103 -0.11

***

(5)
18
Properties=species:S:1:pos:R:3:lowdin_charge:R:1 method="wB97M-V/def2-TZVPD" max_force_ev_per_a=4.6 smiles="CC[C@](N)([N+](=O)[O-])S(=O)(=O)[O-]" gap_ev=9.01 charge=-1 molar_mass_g_mol=183.2 spin_multiplicity=1 homo_ev=-5.18
C -1.78864 -0.51558 -0.60539 -0.12
C -0.88463 0.74004 -0.54288 -0.22
C 0.31940 0.43957 0.26178 -0.51
N 0.06767 0.36444 1.61817 0.07
N 1.44004 1.43572 -0.20425 -0.36
O 1.54371 1.55790 -1.40291 0.05
O 2.15927 1.92284 0.62468 0.07
S 1.15648 -1.21966 -0.01366 0.44
O 0.39717 -2.17715 0.78776 -0.36
O 0.96309 -1.51000 -1.45515 -0.38
O 2.44980 -0.96935 0.50116 -0.31
H -1.22599 -1.16790 -1.41025 0.10
H -1.85691 -0.95917 0.44164 0.07
H -2.87259 -0.37644 -0.97037 0.08
H -0.52332 1.19162 -1.56633 0.15
H -1.53524 1.46758 -0.09810 0.09
H 0.80993 0.11727 2.22866 0.08
H -0.61923 -0.34173 1.80544 0.07

***

(6)
14
Properties=species:S:1:pos:R:3:lowdin_charge:R:1 method="wB97M-V/def2-TZVPD" max_force_ev_per_a=5.5 gap_ev=4.32 charge=-1 molar_mass_g_mol=119.2 spin_multiplicity=1 homo_ev=-3.32
C 1.49362 0.25866 0.60197 -0.29
C 0.96925 -1.27987 0.44424 -0.77
S 2.27184 -2.39064 -0.01579 0.20
N 0.34953 1.02404 1.00556 0.12
C -0.27033 1.39521 -0.12303 -0.40
N -2.44960 0.05097 -0.70051 -0.10
O 0.01884 2.31319 -0.87510 0.05
H 1.78166 0.46470 -0.43584 0.10
H 2.33325 0.48375 1.22751 0.10
H 0.11073 -1.16576 -0.21712 0.03
H 0.54637 -1.61822 1.41690 0.04
H -1.32151 0.85546 -0.41582 0.04
H -3.00137 0.46790 -1.44078 -0.07
H -2.83227 -0.85939 -0.47218 -0.05

***

(7)
14
Properties=species:S:1:pos:R:3:lowdin_charge:R:1 method="wB97M-V/def2-TZVPD" max_force_ev_per_a=6.3 gap_ev="9.34 / 5.95" charge=+1 molar_mass_g_mol=119.2 spin_multiplicity=1 homo_ev="-13.84 / -12.61"
C 0.41639 0.19371 0.27120 0.11
C -1.25946 -1.21520 -0.37794 -0.09
C -0.04136 -1.34915 -1.30640 -0.10
N -0.82301 -0.13673 0.49541 0.10
N 0.97138 -0.43616 -0.78324 0.10
O 0.32961 2.57968 1.68217 -0.72
S 1.12495 3.41379 2.58016 0.82
H -2.21493 -0.96403 -0.85455 0.14
H -1.42405 -2.15579 0.18684 0.14
H 0.38443 -2.27730 -1.15793 0.10
H -0.17018 -1.07460 -2.44933 0.18
H -1.48635 0.20826 1.09841 0.13
H 1.88321 -0.49546 -1.00721 0.11
H 2.30936 3.70896 1.62240 -0.01

***

(8)
14
Properties=species:S:1:pos:R:3:lowdin_charge:R:1 method="wB97M-V/def2-TZVPD" max_force_ev_per_a=4.0 gap_ev=7.40 charge=+1 molar_mass_g_mol=119.2 spin_multiplicity=1 homo_ev=-13.56
C -2.68885 1.56660 0.25419 0.01
C -1.42010 1.43718 0.43648 -0.42
C 1.38058 -2.16313 -0.42433 -0.01
N 1.03580 0.86486 -0.38329 -0.26
N 1.66197 -0.95028 0.13931 -0.15
O 2.66137 -0.67439 0.69651 0.15
S -0.38607 1.04637 -0.90839 1.07
H -3.37129 1.87074 1.03258 0.09
H -3.05715 1.42968 -0.76552 0.08
H -0.75620 1.70708 1.19524 0.06
H 2.13586 -2.97863 -0.37716 0.14
H 0.92762 -2.03605 -1.39608 0.12
H 0.51897 -2.42357 0.09210 0.10
H 1.35750 1.30353 0.40836 0.03

***

(9)
14
Properties=species:S:1:pos:R:3:mulliken_spin:R:1 method="wB97M-V/def2-TZVPD" max_force_ev_per_a=9.7 gap_ev="6.96 / 7.99" charge=+1 molar_mass_g_mol=119.2 spin_multiplicity=3 homo_ev="-10.16 / -15.12"
C -1.64630 0.65434 0.30418 0.80
C -0.79687 1.66624 0.19263 0.70
C 1.45255 -0.01326 0.25152 0.06
N 2.67618 -0.17369 -0.21099 0.05
N -1.33752 -0.67285 -0.19452 0.00
O 0.82251 -0.94050 0.69585 0.01
S 0.89967 1.62531 -0.14089 0.29
H -2.77532 0.88134 0.35220 0.01
H -1.23495 2.71794 0.33025 0.01
H 3.31636 0.61038 -0.57305 0.00
H 3.15816 -0.99081 -0.00636 0.00
H -2.27862 -1.15553 -0.40530 0.00
H -0.73629 -0.63348 -1.07905 0.04
H -0.65696 -1.16059 0.46290 0.02

***

(10)
13
Properties=species:S:1:pos:R:3:lowdin_charge:R:1 method="wB97M-V/def2-TZVPD" max_force_ev_per_a=4.5 gap_ev=8.35 charge=+1 molar_mass_g_mol=103.2 spin_multiplicity=1 homo_ev=-13.07
C -0.61178 0.95007 0.13458 -0.08
C -1.49910 -0.11871 0.11500 -0.14
C 1.48798 -0.10732 0.41740 -0.48
N 0.80002 0.85176 -0.01169 -0.01
N -1.14315 -1.43013 0.03824 0.06
S 3.17666 -0.23859 0.00432 0.91
H -0.91319 1.84276 0.51968 0.08
H -2.52938 -0.00356 0.44372 0.14
H 1.21986 -0.94717 1.14661 0.15
H 1.31460 1.54454 -0.62597 0.18
H -2.02300 -1.91472 -0.19503 0.12
H -0.38400 -1.65763 -0.63822 0.12
H 3.20066 0.82437 -0.89331 -0.06

***

(11)
14
Properties=species:S:1:pos:R:3:lowdin_charge:R:1 method="wB97M-V/def2-TZVPD" max_force_ev_per_a=3.7 gap_ev=9.16 charge=+1 molar_mass_g_mol=135.2 spin_multiplicity=1 homo_ev=-12.99
N 0.06538 0.34214 1.87568 0.11
C 0.86167 -0.67620 1.53257 -0.14
N 1.22317 -1.01530 0.26810 0.05
C 0.86923 -0.10244 -0.81152 -0.24
C -0.39567 0.03783 -1.25885 -0.90
S -1.87518 -0.36326 -0.33672 0.84
S -0.67941 1.09110 -2.74145 0.81
H -0.17187 1.17336 1.20122 0.16
H -0.00656 0.65553 2.88854 0.17
H 1.17999 -1.26812 2.37255 0.15
H 1.65656 -1.98342 -0.09509 0.24
H 1.60947 0.01489 -1.61939 0.12
H -2.47073 0.62495 -0.84977 -0.19
H -1.86606 1.46895 -2.42586 -0.18

***

(12)
13
Properties=species:S:1:pos:R:3:lowdin_charge:R:1 method="wB97M-V/def2-TZVPD" max_force_ev_per_a=4.8 gap_ev="8.11 / 8.11" molar_mass_g_mol=85.1 spin_multiplicity=1 homo_ev="-8.16 / -8.16"
C -1.64929 -0.80222 0.59124 -0.05
C -0.43319 -0.21240 -0.10380 -0.59
N -0.28905 -0.21211 -1.41964 0.12
H -1.12710 -0.58678 -1.86726 0.05
H 0.08589 1.14210 0.57690 0.15
H -1.75304 -1.84786 0.29340 0.08
H -1.56058 -0.77217 1.67860 0.07
H -2.54197 -0.25057 0.28973 0.07
N 2.27939 1.03549 -0.16438 0.13
C 1.38247 0.43922 0.61373 -0.30
N 0.78373 -0.66787 0.60499 0.06
H 2.57007 1.97687 0.05100 0.10
H 2.25267 0.75830 -1.14450 0.11